[1]
Computed, not measured: a molecular structure, C24H33N3P2V, with wB97M-V/def2-TZVPD.

Atoms and positions in Å:
C -1.562 3.412 -2.671
C -1.265 2.196 -2.057
C 0.095 1.811 -1.936
C 1.137 2.632 -2.509
C 0.786 3.905 -3.053
C -0.551 4.269 -3.125
C 2.441 2.123 -2.463
C 2.642 0.737 -2.422
C 1.551 -0.053 -1.914
C 1.561 -1.459 -2.078
C 2.716 -2.062 -2.586
C 3.849 -1.305 -2.923
C 3.826 0.077 -2.850
H -2.612 3.699 -2.795
H 1.577 4.580 -3.417
H -0.836 5.230 -3.572
H 3.271 2.793 -2.667
H 2.724 -3.144 -2.721
H 4.738 -1.825 -3.276
H 4.704 0.668 -3.129
N 0.484 0.624 -1.317
V -0.372 -0.091 0.292
C -2.437 1.322 -1.644
H -2.486 0.375 -2.201
H -3.391 1.849 -1.789
C 0.316 -2.317 -1.836
H -0.568 -1.986 -2.410
H 0.506 -3.377 -2.056
P -2.407 0.877 0.131
P -0.163 -2.299 -0.056
C 1.270 -3.131 0.682
H 1.165 -3.149 1.775
H 1.289 -4.153 0.282
H 2.201 -2.614 0.401
C -1.627 -3.267 0.266
H -1.404 -4.291 -0.050
H -1.814 -3.225 1.349
H -2.482 -2.848 -0.283
C -2.344 2.527 0.941
H -3.260 3.090 0.711
H -2.213 2.406 2.024
H -1.476 3.083 0.557
C -4.024 0.113 0.451
H -4.232 0.128 1.528
H -4.801 0.664 -0.096
H -3.983 -0.936 0.120
H 2.675 3.030 0.322
H 2.151 2.604 0.673
C 2.316 -1.478 4.747
C 1.186 -1.027 3.921
C -0.156 -1.028 4.269
C -0.869 -0.505 3.199
N 0.017 -0.148 2.205
N 1.278 -0.511 2.686
C -2.328 -0.469 3.047
H 2.275 -0.984 5.729
H 2.214 -2.559 4.915
H 3.286 -1.267 4.289
H -0.598 -1.427 5.163
H 2.127 -0.462 2.105
H -2.676 -1.210 2.297
H -2.771 -0.771 4.012
H -2.665 0.558 2.815

**Charge**: +1
**ΔE to the lowest compared entry with this formula, charge and spin**: 0.00 kcal/mol
**LUMO level (alpha / beta)**: -2.5 / -2.8 eV
**Max |F|**: 2.8 eV/A
**HOMO-LUMO gap (alpha / beta)**: 5.88 / 6.66 eV
**Multiplicity**: 3
**HOMO (alpha / beta)**: -8.394 / -9.416 eV

=====

[2]
Computed, not measured: a single H2N2 molecule, with wB97M-V/def2-TZVPD.

Atoms and positions in Å:
H -0.867 -0.174 -1.006
N -0.580 0.288 -0.111
N 0.550 -0.172 0.321
H 1.078 -0.635 -0.467

**SMILES string**: [H]/N=N\[H]
**ΔE to the lowest compared entry with this formula, charge and spin**: 6.42 kcal/mol
**LUMO level**: 0.3 eV
**Max |F|**: 3.9 eV/A
**HOMO-LUMO gap**: 10.23 eV
**Multiplicity**: 1
**HOMO**: -9.956 eV

=====

[3]
Computed, not measured: a molecular structure, C4H13N3O, with wB97M-V/def2-TZVPD.

Atoms and positions in Å:
C 1.444 1.369 1.089
O 0.154 1.554 0.588
C 1.707 -0.027 1.648
N 1.351 -1.077 0.674
H 2.158 1.532 0.268
H 1.667 2.165 1.805
H 2.769 -0.063 1.900
H 1.116 -0.133 2.556
H 1.629 -0.750 -0.251
H 1.884 -1.925 0.832
C -1.734 -0.657 -0.693
C -1.587 0.234 -1.683
N -1.793 -0.078 -3.025
N -1.336 -0.414 0.669
H -2.027 -1.676 -0.927
H -1.300 1.261 -1.493
H -1.126 0.390 -3.627
H -1.717 -1.077 -3.182
H -0.432 -1.025 0.946
H -2.125 -0.223 1.277
H -0.704 0.619 0.630

**Charge**: +1
**ΔE to the lowest compared entry with this formula, charge and spin**: 48.28 kcal/mol
**LUMO level (alpha / beta)**: -2.7 / -7.4 eV
**Max |F|**: 2.7 eV/A
**HOMO-LUMO gap (alpha / beta)**: 9.74 / 4.86 eV
**Multiplicity**: 2
**HOMO (alpha / beta)**: -12.398 / -12.311 eV

=====

[4]
Computed, not measured: a molecular structure, C4H10NO3PS, with wB97M-V/def2-TZVPD.

Atoms and positions in Å:
C 2.389 0.559 -0.773
C 2.747 -0.373 0.428
C -2.811 -0.798 0.715
C -2.402 0.565 0.177
N 1.533 1.636 -0.461
O -0.390 1.280 1.986
O 0.870 -1.867 -0.474
O -1.126 0.502 -0.394
P -0.019 0.611 0.734
S 1.295 -1.323 0.815
H 3.430 0.948 -1.024
H 2.002 -0.049 -1.545
H 3.541 -1.104 0.169
H 2.943 -0.015 1.500
H -3.317 -0.754 1.631
H -3.428 -1.281 -0.036
H -1.893 -1.295 0.783
H -2.527 1.292 1.004
H -3.066 0.973 -0.552
H 1.842 2.274 0.241

**ΔE to the lowest compared entry with this formula, charge and spin**: 58.52 kcal/mol
**LUMO level (alpha / beta)**: 0.0 / 0.0 eV
**Max |F|**: 4.8 eV/A
**HOMO-LUMO gap (alpha / beta)**: 9.02 / 9.02 eV
**Multiplicity**: 1
**HOMO (alpha / beta)**: -9.024 / -9.025 eV

=====

[5]
Computed, not measured: a molecular structure, C25H41GeN3O3SW, with wB97M-V/def2-TZVPD.

Atoms and positions in Å:
W 0.162 -0.113 -0.335
C 1.079 2.598 2.880
C -0.206 2.128 2.222
C -0.805 0.963 2.993
C -1.195 3.280 2.105
O 0.114 1.685 0.869
Ge 0.662 2.755 -0.657
O 1.821 1.183 -0.882
C 3.261 1.254 -0.593
C 3.962 0.437 -1.658
C 3.551 0.694 0.794
C 3.706 2.709 -0.674
O -0.566 1.559 -1.485
C -1.145 1.674 -2.834
C -0.675 2.983 -3.444
C -0.688 0.504 -3.679
C -2.648 1.657 -2.652
H 0.847 3.126 3.808
H 1.620 3.288 2.229
H 1.735 1.759 3.125
H -0.663 1.107 4.065
H -0.320 0.031 2.709
H -1.870 0.851 2.794
H -1.564 3.560 3.094
H -2.046 2.996 1.488
H -0.719 4.160 1.664
H 3.615 -0.596 -1.652
H 5.039 0.443 -1.473
H 3.774 0.854 -2.650
H 3.566 -0.400 0.788
H 2.803 1.039 1.511
H 4.528 1.037 1.133
H 3.381 3.170 -1.609
H 4.796 2.759 -0.637
H 3.321 3.302 0.162
H 0.414 3.003 -3.548
H -0.987 3.838 -2.839
H -1.107 3.102 -4.439
H 0.403 0.468 -3.739
H -1.084 0.606 -4.690
H -1.056 -0.436 -3.267
H -2.970 2.486 -2.019
H -2.968 0.718 -2.193
H -3.139 1.749 -3.625
C -1.574 -3.671 -0.045
C -2.806 -2.810 0.109
C -4.059 -3.387 0.215
C -5.193 -2.606 0.360
C -5.074 -1.235 0.408
C -3.829 -0.617 0.311
C -3.744 0.888 0.379
C -2.706 -1.422 0.149
N -1.435 -0.849 -0.006
H -1.823 -4.725 0.081
H -0.819 -3.409 0.699
H -1.119 -3.542 -1.025
H -4.147 -4.468 0.186
H -6.168 -3.070 0.432
H -5.959 -0.620 0.519
H -4.516 1.346 -0.242
H -2.781 1.260 0.051
H -3.915 1.231 1.402
C 3.564 -5.096 1.068
C 2.755 -3.851 0.926
C 2.377 -3.098 2.045
C 1.632 -1.974 1.833
N 1.271 -1.627 0.615
C 1.650 -2.399 -0.427
S 1.046 -1.753 -1.918
N 2.394 -3.495 -0.305
H 2.910 -5.912 1.387
H 4.338 -4.980 1.827
H 4.007 -5.365 0.114
H 2.666 -3.382 3.048
H 1.315 -1.334 2.646

**Charge**: +1
**ΔE to the lowest compared entry with this formula, charge and spin**: 0.00 kcal/mol
**LUMO level (alpha / beta)**: -3.3 / -3.4 eV
**Max |F|**: 3.7 eV/A
**HOMO-LUMO gap (alpha / beta)**: 7.67 / 7.55 eV
**Multiplicity**: 2
**HOMO (alpha / beta)**: -10.957 / -10.953 eV

=====

[6]
Computed, not measured: a single C10H14BClO3 molecule, with wB97M-V/def2-TZVPD.

Atoms and positions in Å:
C -1.513 2.156 -1.371
C -1.375 0.661 -0.899
O -0.368 0.567 -0.051
C 0.227 -0.775 0.132
C 1.662 -0.505 0.333
C 2.695 -0.872 -0.575
C 3.970 -0.421 -0.420
C 4.218 0.573 0.506
C 3.264 0.993 1.418
C 2.022 0.432 1.346
C -3.097 0.205 -0.241
Cl -3.573 1.383 1.063
B -3.028 -1.247 0.462
O -3.042 -2.321 -0.434
O -3.223 -1.480 1.771
H -2.536 2.584 -1.271
H -1.212 2.119 -2.485
H -0.847 2.669 -0.707
H -1.305 -0.042 -1.780
H -0.006 -1.386 -0.676
H -0.256 -1.199 1.025
H 2.407 -1.509 -1.437
H 4.748 -0.883 -1.148
H 5.352 1.033 0.520
H 3.508 1.747 2.193
H 1.241 0.849 2.059
H -3.575 0.322 -1.142
H -3.052 -3.190 -0.012
H -3.306 -2.463 1.820

**SMILES string**: C[C@@H](OCc1ccccc1)[C@H](Cl)B(O)O
**ΔE to the lowest compared entry with this formula, charge and spin**: 0.00 kcal/mol
**LUMO level**: 0.1 eV
**Max |F|**: 5.7 eV/A
**HOMO-LUMO gap**: 8.83 eV
**Multiplicity**: 1
**HOMO**: -8.692 eV

=====

Q: multiplicity of number 2 (H2N2)?
A: 1